(1)
Computed, not measured: a 2-piece molecular cluster, C2H8S4 overall, with ωB97M-V with the def2-TZVPD basis set.

**ΔE to the lowest compared entry with this formula, charge and spin**: 15.7 kcal per mole
**LUMO energy**: 0.2 eV
**E_HOMO**: -9.01 eV
**Structure (SMILES)**: CSS.CSS
**HOMO-LUMO gap**: 9.248 eV

Last column: Mulliken charge in e.
Geometry (Å):
1 C 1.113510 1.172226 -1.295955  -0.822
2 S -0.351212 1.209799 -2.373066  -0.055
3 S -0.962511 3.139797 -2.133646  -0.225
4 H 0.862620 1.253819 -0.267766  0.314
5 H 2.052942 1.655022 -1.547508  0.399
6 H 1.299706 0.151971 -1.483873  0.222
7 H -1.806531 2.932181 -1.096781  0.154
8 C -1.079475 -1.693843 0.870752  -0.305
9 S -0.332187 -2.521559 2.368261  -0.069
10 S 1.562290 -1.557590 2.329934  -0.241
11 H -1.571459 -2.446736 0.207987  0.282
12 H -0.198991 -1.086677 0.436173  -0.113
13 H -1.862687 -0.995143 1.164464  0.281
14 H 2.358095 -2.661896 2.074796  0.179

Cartesian forces (eV/Å) of the 2 atoms listed first:
C -0.34 -0.60 -0.88
S 0.66 0.81 0.28

(2)
Computed, not measured: the molecule C10H7ClN2O2S, with ωB97M-V with the def2-TZVPD basis set.

**ΔE to the lowest compared entry with this formula, charge and spin**: 0.0 kcal per mole
**LUMO energy**: 0.1 eV
**E_HOMO**: -8.59 eV
**Structure (SMILES)**: O=c1[nH]c(=S)[nH]cc1Oc1ccc(Cl)cc1
**HOMO-LUMO gap**: 8.686 eV

Last column: Mulliken charge in e.
Geometry (Å):
1 O 1.878066 3.241649 0.028211  -0.622
2 C 1.395296 2.380257 0.734636  0.257
3 N 1.463300 2.638411 2.066891  -0.068
4 C 1.185074 1.610977 2.931378  -0.089
5 S 1.503639 1.814193 4.536782  -0.385
6 N 0.721210 0.363803 2.466117  -0.115
7 C 0.318989 0.214210 1.134692  -0.247
8 C 0.638343 1.215464 0.233008  0.515
9 O 0.326666 1.106348 -1.103003  -0.392
10 C -0.333990 -0.017807 -1.526695  -0.483
11 C 0.416732 -1.120097 -1.924868  0.058
12 C -0.147274 -2.348451 -2.163294  -0.600
13 C -1.559402 -2.555901 -1.998721  0.308
14 Cl -2.285319 -4.106521 -2.333853  -0.199
15 C -2.315809 -1.464736 -1.530940  -0.475
16 C -1.728305 -0.216089 -1.303792  -0.104
17 H 2.063919 3.380682 2.415687  0.295
18 H 0.343219 -0.242547 3.193995  0.300
19 H -0.126528 -0.700585 0.788748  0.432
20 H 1.505625 -0.993024 -2.010182  0.379
21 H 0.424125 -3.203418 -2.449211  0.423
22 H -3.372604 -1.574172 -1.299166  0.380
23 H -2.314972 0.577355 -0.886421  0.433

Cartesian forces (eV/Å) of the 2 atoms listed first:
O 0.12 -0.39 -1.06
C 0.08 2.38 -2.51

(3)
Computed, not measured: the molecule C20H21Cl2N3O7, with ωB97M-V with the def2-TZVPD basis set.

**LUMO energy**: 0.5 eV
**E_HOMO**: -8.39 eV
**Structure (SMILES)**: COc1cc(C(=O)NCC(=O)O[C@@H](C)C(=O)Nc2ncc(Cl)cc2Cl)cc(OC)c1OC
**HOMO-LUMO gap**: 8.914 eV

Last column: Mulliken charge in e.
Geometry (Å):
1 C -4.550416 2.275795 -1.888403  -0.762
2 O -3.306868 2.201431 -1.224994  -0.435
3 C -2.959821 1.142103 -0.448884  -0.373
4 C -1.655269 1.227561 0.040173  -1.177
5 C -1.126782 0.230983 0.839255  0.326
6 C 0.266932 0.261533 1.356200  0.171
7 O 0.910490 -0.751915 1.568434  -0.660
8 N 0.746015 1.500176 1.637921  -0.129
9 C 2.136825 1.693337 1.961916  -0.758
10 C 2.943041 1.899520 0.677264  0.727
11 O 2.606893 2.629646 -0.215109  -0.603
12 O 4.028232 1.141490 0.696414  -0.344
13 C 4.858518 1.095443 -0.474758  0.578
14 C 6.008667 2.085010 -0.362979  -1.575
15 C 5.363220 -0.344902 -0.530655  0.209
16 O 6.531682 -0.643105 -0.508312  -0.648
17 N 4.403723 -1.326140 -0.533607  -0.041
18 C 3.055097 -1.293049 -0.818024  0.373
19 N 2.511598 -0.198004 -1.320759  -0.173
20 C 1.243249 -0.184231 -1.683243  -0.931
21 C 0.430450 -1.300998 -1.576429  0.597
22 Cl -1.198445 -1.270576 -2.123693  -0.128
23 C 0.960049 -2.461375 -1.020767  -0.566
24 C 2.283015 -2.456391 -0.632431  0.302
25 Cl 2.986596 -3.868962 0.055756  -0.265
26 C -1.894997 -0.891932 1.128178  -0.413
27 C -3.190672 -1.002232 0.653136  0.913
28 O -3.979930 -2.093343 0.878047  -0.406
29 C -3.453726 -3.159027 1.631744  -0.914
30 C -3.756588 0.034870 -0.119196  1.227
31 O -5.039514 -0.024636 -0.607249  -0.501
32 C -6.069622 -0.488126 0.243210  -0.818
33 H -4.732817 1.394635 -2.504800  0.276
34 H -5.376635 2.404956 -1.185787  0.268
35 H -4.475245 3.159431 -2.522673  0.291
36 H -1.081890 2.087363 -0.269118  0.442
37 H 0.240527 2.303467 1.299262  0.252
38 H 2.247385 2.566500 2.609461  0.318
39 H 2.499065 0.797154 2.468797  0.369
40 H 4.230729 1.312625 -1.347668  0.369
41 H 6.653582 1.985722 -1.230604  0.378
42 H 5.618964 3.098383 -0.315224  0.436
43 H 6.591898 1.876266 0.530036  0.318
44 H 4.771152 -2.260704 -0.369584  0.199
45 H 0.881379 0.753365 -2.078852  0.445
46 H 0.351075 -3.342596 -0.897504  0.439
47 H -1.439279 -1.670651 1.716255  0.590
48 H -2.571169 -3.592285 1.152368  0.319
49 H -3.199471 -2.846509 2.649143  0.368
50 H -4.246001 -3.905341 1.670640  0.246
51 H -5.928301 -0.138610 1.268960  0.323
52 H -6.990496 -0.065797 -0.160846  0.314
53 H -6.136089 -1.577321 0.239584  0.241

Cartesian forces (eV/Å) of the 2 atoms listed first:
C -0.36 0.12 -0.31
O 0.21 -0.16 0.24

(4)
Computed, not measured: C42H49BrF3N3O5PSZr as an isolated structure, with ωB97M-V with the def2-TZVPD basis set.

**ΔE to the lowest compared entry with this formula, charge and spin**: 1.7 kcal per mole
**LUMO energy**: -3.7 eV
**Charge**: +1
**E_HOMO**: -10.37 eV
**HOMO-LUMO gap**: 6.648 eV

Last column: Mulliken charge in e.
Geometry (Å):
1 Zr -0.467816 0.121801 -0.269610  -0.603
2 C 2.935731 -2.772169 1.264692  -0.525
3 C 1.733845 -2.482039 1.896259  -0.461
4 C 1.496791 -1.199135 2.386131  0.296
5 C 2.476008 -0.219232 2.261530  -0.606
6 C 3.673736 -0.510261 1.625287  -0.442
7 C 3.900489 -1.784351 1.122133  -0.666
8 H 3.127445 -3.772127 0.896898  0.522
9 H 1.003823 -3.268351 2.042686  0.461
10 H 0.577871 -0.973286 2.912620  0.187
11 H 2.305502 0.770775 2.664129  0.489
12 H 4.430841 0.255772 1.523126  0.447
13 H 4.839737 -2.013136 0.635592  0.433
14 O -6.457498 -1.842517 -1.011090  -0.573
15 C -5.973928 -2.552776 -1.925651  -0.055
16 O -6.447672 -3.304516 -2.763379  -0.695
17 C -4.461823 -2.327972 -1.885208  0.577
18 C -3.721615 -2.911165 -0.850724  -0.645
19 C -2.506893 -2.378241 -0.511414  -0.600
20 N -1.981257 -1.323242 -1.158440  0.666
21 C -2.602084 -0.897339 -2.277614  0.376
22 C -3.813439 -1.386681 -2.693728  -0.786
23 C -1.873198 0.238936 -2.934744  0.056
24 O -2.000288 0.583072 -4.067695  -0.582
25 O -1.029339 0.806056 -2.053461  -0.497
26 H -4.150010 -3.717270 -0.269633  0.604
27 H -1.948741 -2.749447 0.337840  0.488
28 H -4.288290 -0.974761 -3.574387  0.588
29 F 2.996493 4.432944 0.006265  -0.218
30 C 2.080961 4.713635 -0.934369  0.543
31 F 2.498867 4.166427 -2.083115  -0.208
32 F 2.066437 6.041984 -1.098894  -0.304
33 C 0.718593 4.198617 -0.541254  0.052
34 C -0.360664 5.051560 -0.436331  -0.520
35 C -1.618984 4.554505 -0.099174  -1.137
36 C -1.742028 3.205813 0.125813  -1.013
37 N -0.689819 2.381423 0.060883  0.622
38 C 0.528401 2.835285 -0.286219  0.510
39 S 1.710211 1.564085 -0.369421  -0.378
40 H -0.223540 6.106941 -0.628490  0.562
41 H -2.477987 5.204776 -0.030034  0.585
42 H -2.694350 2.749064 0.359537  0.840
43 Br 3.220711 -4.328271 -4.194276  -0.089
44 C 2.294360 -3.132169 -3.095597  0.042
45 C 2.371949 -1.766967 -3.321977  -0.856
46 C 1.681148 -0.918588 -2.481951  -0.641
47 N 0.939710 -1.360913 -1.452550  0.701
48 C 0.859457 -2.686020 -1.262380  0.021
49 C 1.515370 -3.605400 -2.049055  -1.009
50 H 2.952165 -1.363296 -4.138445  0.501
51 H 1.708748 0.151540 -2.631127  0.559
52 H 0.240194 -3.026977 -0.443325  0.128
53 H 1.416539 -4.663084 -1.854059  0.560
54 O -1.586197 -0.137709 1.452493  1.645
55 P -2.727127 -0.095520 2.531239  0.573
56 C -4.315032 -0.320615 1.675870  1.985
57 C -4.452783 0.497775 0.371391  0.324
58 C -5.138817 1.856232 0.511951  -0.940
59 C -6.477599 1.718695 1.220192  -1.348
60 C -6.231831 1.162779 2.615082  -0.722
61 C -5.590354 -0.220050 2.551166  -1.256
62 C -2.345299 -1.423492 3.734075  1.367
63 C -3.460442 -1.841241 4.723650  -1.721
64 C -4.358366 -2.981188 4.244563  -0.484
65 C -3.545368 -4.187331 3.799139  -1.497
66 C -2.619754 -3.763857 2.668479  -0.356
67 C -1.665420 -2.665633 3.128544  0.422
68 C -2.611366 1.555904 3.306853  1.357
69 C -1.187940 2.148057 3.349920  -0.090
70 C -0.373139 1.760701 4.580177  -0.436
71 C -1.125015 2.098500 5.861162  -1.436
72 C -2.471550 1.386060 5.885275  -0.659
73 C -3.324318 1.736161 4.665813  -1.436
74 H -4.229823 -1.371165 1.371103  -0.581
75 H -5.069629 -0.117410 -0.294105  0.268
76 H -3.480067 0.611072 -0.117530  -0.564
77 H -5.263933 2.279872 -0.486745  0.486
78 H -4.531559 2.569721 1.083416  0.373
79 H -7.121703 1.041547 0.651950  0.402
80 H -6.983407 2.683234 1.277124  0.531
81 H -7.165815 1.077724 3.172754  0.473
82 H -5.600415 1.864717 3.172812  0.096
83 H -6.311904 -0.903287 2.094965  0.590
84 H -5.410929 -0.589981 3.559996  0.296
85 H -1.575018 -0.909157 4.320885  0.201
86 H -4.063175 -0.987030 5.028840  0.355
87 H -2.945900 -2.178803 5.628798  0.709
88 H -4.985475 -2.660374 3.409518  0.056
89 H -5.038609 -3.248231 5.054726  0.499
90 H -4.206770 -4.988923 3.469830  0.507
91 H -2.958101 -4.578693 4.636123  0.445
92 H -3.238418 -3.416157 1.836560  -0.164
93 H -2.038198 -4.611289 2.297204  0.517
94 H -0.991370 -2.363128 2.327717  -1.508
95 H -1.027080 -3.081460 3.915029  0.704
96 H -3.180077 2.143966 2.575753  -0.355
97 H -1.310862 3.236528 3.354394  0.737
98 H -0.641662 1.911361 2.439887  -0.751
99 H 0.583233 2.286418 4.546305  0.530
100 H -0.130757 0.691165 4.566921  0.082
101 H -1.278294 3.181209 5.914051  0.399
102 H -0.536687 1.820497 6.736340  0.507
103 H -3.029858 1.653545 6.783929  0.548
104 H -2.299407 0.308636 5.946562  0.055
105 H -3.587637 2.796033 4.731966  0.562
106 H -4.272556 1.196350 4.689988  0.399

Cartesian forces (eV/Å) of the 2 atoms listed first:
Zr -0.03 0.50 -0.62
C -0.01 -0.03 0.00

(5)
Computed, not measured: the molecule C5H9N, with ωB97M-V with the def2-TZVPD basis set.

**ΔE to the lowest compared entry with this formula, charge and spin**: 22.3 kcal per mole
**LUMO energy**: 1.1 eV
**E_HOMO**: -9.82 eV
**Structure (SMILES)**: CC1CC(=N)C1
**HOMO-LUMO gap**: 10.872 eV

Last column: Mulliken charge in e.
Geometry (Å):
1 C -0.531902 1.609768 -0.206165  -1.430
2 C -0.659174 0.279589 0.523435  0.245
3 C -0.626616 -0.916489 -0.461706  -0.654
4 C 0.865320 -0.974843 -0.178921  0.294
5 N 1.861370 -1.331164 -0.865026  -0.741
6 C 0.700561 -0.199253 1.111326  -0.578
7 H -0.343192 2.421485 0.502939  0.350
8 H -1.442236 1.839783 -0.770788  0.350
9 H 0.304635 1.589700 -0.918736  0.343
10 H -1.501939 0.281220 1.218823  0.367
11 H -0.959459 -0.746748 -1.493449  0.374
12 H -1.131107 -1.807537 -0.073466  0.253
13 H 1.450152 -1.709441 -1.720951  0.249
14 H 0.559913 -0.885262 1.954346  0.261
15 H 1.453670 0.549187 1.378337  0.316

Cartesian forces (eV/Å) of the 2 atoms listed first:
C -0.01 0.06 0.02
C -0.20 0.12 0.11

(6)
Computed, not measured: C20H15BF2N5OPPd as an isolated structure, with ωB97M-V with the def2-TZVPD basis set.

**ΔE to the lowest compared entry with this formula, charge and spin**: 30.1 kcal per mole
**LUMO energy (alpha / beta)**: -9.2 / -9.2 eV
**Charge**: +2
**E_HOMO (alpha / beta)**: -15.81 / -15.81 eV
**HOMO-LUMO gap (alpha / beta)**: 6.561 / 6.561 eV

Last column: Mulliken charge in e.
Geometry (Å):
1 Pd -0.794889 -0.786013 -1.340298  0.171
2 N -0.344550 -0.782326 1.646927  -0.010
3 P 0.114286 0.421969 0.579528  1.872
4 C -0.310267 1.985586 1.267244  0.526
5 C -1.655231 2.262486 1.510248  -0.451
6 C -2.012790 3.469174 2.090796  -0.831
7 C -1.032761 4.387712 2.415224  -0.437
8 C 0.298815 4.115765 2.168197  -0.804
9 C 0.668721 2.917372 1.582121  -0.143
10 C 1.814012 0.279152 0.049956  0.590
11 C 2.310137 1.232825 -0.824862  -0.341
12 C 3.589119 1.089593 -1.335567  -0.911
13 C 4.364596 -0.005676 -0.986903  -0.512
14 C 3.876019 -0.962617 -0.121757  -0.727
15 C 2.593846 -0.831354 0.404717  -0.588
16 C -0.727729 -2.061995 1.303470  0.346
17 C -0.973902 -3.009307 2.297505  -0.969
18 C -1.391289 -4.275058 1.925008  -0.292
19 C -1.561292 -4.574782 0.574015  -0.927
20 C -1.301114 -3.598575 -0.351707  -0.227
21 N -0.877330 -2.348582 0.003252  0.288
22 H -0.518069 -0.520301 2.607761  0.334
23 H -2.416485 1.542539 1.245180  0.394
24 H -3.052351 3.694408 2.284231  0.442
25 H -1.311369 5.329321 2.866905  0.439
26 H 1.056162 4.838783 2.436010  0.444
27 H 1.721864 2.700136 1.393650  0.436
28 H 1.707367 2.090858 -1.106591  0.529
29 H 3.981946 1.834750 -2.012131  0.459
30 H 5.362388 -0.109504 -1.390862  0.461
31 H 4.494659 -1.802983 0.160286  0.475
32 H 2.223881 -1.557144 1.097411  0.481
33 H -0.832005 -2.744369 3.333661  0.477
34 H -1.584929 -5.022846 2.681219  0.466
35 H -1.898507 -5.545798 0.243462  0.450
36 H -1.435222 -3.781259 -1.393779  0.502
37 O -0.973479 1.052663 -1.473145  0.130
38 N -1.365928 1.423673 -2.600058  -0.821
39 C -2.390178 1.009801 -3.268841  0.860
40 C -3.128429 0.015417 -2.605915  0.324
41 N -3.399225 -0.819271 -1.819864  -0.489
42 C -2.743608 1.534964 -4.542010  -0.139
43 N -3.059385 1.938930 -5.564840  -0.274
44 F 1.597506 -1.041829 -2.746858  -0.170
45 B 0.683112 -1.852202 -2.251581  0.292
46 F 0.633879 -3.134085 -2.430415  -0.127

Cartesian forces (eV/Å) of the 2 atoms listed first:
Pd 0.14 -3.15 3.00
N 0.17 1.03 -0.18